Record 1
This record from the Open Molecules 2025 dataset describes a 2-piece molecular cluster, C10H16 overall in a non-equilibrium geometry. The level of theory is ωB97M-V/def2-TZVPD.

Atoms and positions in Å:
C  -2.96080  -1.22873  0.06050
C  -2.45159  0.14334  -0.28095
C  -1.31088  0.24294  -1.07638
C  -0.74397  1.50176  -1.27740
C  -1.43961  2.63928  -0.89593
C  -2.65434  2.56195  -0.23491
C  -3.13195  1.28867  0.08282
H  -2.70642  -1.96654  -0.68778
H  -4.05789  -1.27621  0.15573
H  -2.60971  -1.52175  1.05494
H  -0.87893  -0.63526  -1.52868
H  0.23173  1.52735  -1.74761
H  -0.93865  3.59531  -1.05358
H  -3.17602  3.46010  0.03991
H  -4.01592  1.19213  0.68103
C  2.08152  -1.88250  0.92545
C  3.06249  -0.73385  1.09155
C  3.83592  -0.39379  -0.16680
H  2.55946  -2.86001  0.85826
H  1.35163  -1.77530  0.13421
H  1.48239  -2.02464  1.84187
H  2.56089  0.12400  1.54531
H  3.72993  -1.07013  1.89685
H  3.16564  0.05665  -0.89739
H  4.65951  0.30091  0.04814
H  4.35557  -1.26567  -0.56916

Atoms 1-6, force components in eV/Å:
C -1.0 0.1 0.7
C -0.1 -0.7 -1.0
C -0.1 0.9 0.5
C -0.3 -0.9 -0.3
C 0.9 0.6 0.1
C 0.4 -0.9 -0.2

As for the energy above the lowest of the compared OMol25 structures with the same formula, charge and spin: 9.7 kcal per mole. The strongest force on any atom comes out at 1.368 eV/Å. The HOMO energy is -9.051 eV. As for the SMILES: Cc1ccccc1.CCC. The value obtained for the total energy is -390.6204 hartree.



Record 2
This record from the Open Molecules 2025 dataset describes a 2-piece molecular cluster, C3H10NP2 overall in a non-equilibrium geometry. The level of theory is ωB97M-V/def2-TZVPD.

Atoms and positions in Å:
C  -0.56460  0.66045  1.80054
C  -0.53952  1.45467  -1.23552
C  -0.80736  -2.45528  -0.69067
N  1.61965  0.44990  -0.07048
P  2.95568  -0.31916  -0.12609
P  -0.01212  0.11203  0.00676
H  0.29891  0.80652  2.46552
H  -1.18466  -0.26565  2.08248
H  -0.99450  1.63359  1.58978
H  0.38915  2.04506  -1.61927
H  -1.05051  2.05297  -0.61994
H  -1.22497  0.93794  -1.93784
H  -0.02202  -3.02243  -0.18540
H  -0.79926  -2.38836  -1.71319
H  -1.86064  -2.45960  -0.36028
H  3.79677  0.75734  0.61359

Atoms 1-6, force components in eV/Å:
C 0.5 -1.9 -1.2
C 2.6 -2.6 -1.6
C -1.3 -1.7 1.6
N -1.1 -0.8 0.9
P 2.0 1.1 0.9
P 1.1 3.1 0.1

As for the energy above the lowest of the compared OMol25 structures with the same formula, charge and spin: 65.6 kcal per mole. The strongest force on any atom comes out at 4.080 eV/Å. Its net charge is +1. The HOMO energy (spin up / spin down) is -11.398 / -14.346 eV. The value obtained for the total energy is -857.3029 hartree. Its spin multiplicity is 3.



Copy entry 1 word for word.
This record from the Open Molecules 2025 dataset describes a 2-piece molecular cluster, C10H16 overall in a non-equilibrium geometry. The level of theory is ωB97M-V/def2-TZVPD.

Atoms and positions in Å:
C  -2.96080  -1.22873  0.06050
C  -2.45159  0.14334  -0.28095
C  -1.31088  0.24294  -1.07638
C  -0.74397  1.50176  -1.27740
C  -1.43961  2.63928  -0.89593
C  -2.65434  2.56195  -0.23491
C  -3.13195  1.28867  0.08282
H  -2.70642  -1.96654  -0.68778
H  -4.05789  -1.27621  0.15573
H  -2.60971  -1.52175  1.05494
H  -0.87893  -0.63526  -1.52868
H  0.23173  1.52735  -1.74761
H  -0.93865  3.59531  -1.05358
H  -3.17602  3.46010  0.03991
H  -4.01592  1.19213  0.68103
C  2.08152  -1.88250  0.92545
C  3.06249  -0.73385  1.09155
C  3.83592  -0.39379  -0.16680
H  2.55946  -2.86001  0.85826
H  1.35163  -1.77530  0.13421
H  1.48239  -2.02464  1.84187
H  2.56089  0.12400  1.54531
H  3.72993  -1.07013  1.89685
H  3.16564  0.05665  -0.89739
H  4.65951  0.30091  0.04814
H  4.35557  -1.26567  -0.56916

Atoms 1-6, force components in eV/Å:
C -1.0 0.1 0.7
C -0.1 -0.7 -1.0
C -0.1 0.9 0.5
C -0.3 -0.9 -0.3
C 0.9 0.6 0.1
C 0.4 -0.9 -0.2

As for the energy above the lowest of the compared OMol25 structures with the same formula, charge and spin: 9.7 kcal per mole. The strongest force on any atom comes out at 1.368 eV/Å. The HOMO energy is -9.051 eV. As for the SMILES: Cc1ccccc1.CCC. The value obtained for the total energy is -390.6204 hartree.